No. 1
A structure of composition C60H87I2N4O6PS3SbSiY. Source: OMol25; level of theory: the ωB97M-V functional and the def2-TZVPD basis.

The geometry in XYZ format:
```
166
Properties=species:S:1:pos:R:3
Y -0.032 0.468 1.181
C -4.410 -3.099 2.727
C -3.322 -2.381 1.927
C -2.569 -3.349 1.008
P -2.025 -1.266 2.715
C -2.814 -0.469 4.223
C -1.722 0.328 4.950
C -3.471 -1.388 5.254
C -0.805 -2.361 3.487
C -1.153 -3.565 4.101
C -0.244 -4.356 4.782
C -0.654 -5.654 5.426
C 1.070 -3.896 4.837
C 1.451 -2.723 4.225
C 0.537 -1.906 3.515
N 0.929 -0.744 2.893
C 2.305 -0.409 3.062
C 2.718 0.393 4.135
C 1.727 0.827 5.177
C 4.051 0.775 4.232
C 4.990 0.391 3.285
C 6.406 0.901 3.328
C 4.583 -0.479 2.283
C 3.269 -0.914 2.180
C 2.908 -1.974 1.177
H -4.947 -3.767 2.047
H -5.134 -2.390 3.126
H -4.028 -3.705 3.545
H -3.835 -1.665 1.282
H -2.056 -4.123 1.578
H -1.823 -2.799 0.430
H -3.259 -3.828 0.309
H -3.563 0.214 3.811
H -1.098 -0.361 5.522
H -2.173 1.039 5.646
H -1.082 0.867 4.257
H -2.798 -2.201 5.528
H -4.417 -1.800 4.916
H -3.669 -0.806 6.158
H -2.179 -3.901 4.044
H -1.740 -5.751 5.452
H -0.282 -5.721 6.450
H -0.257 -6.512 4.876
H 1.817 -4.479 5.367
H 2.486 -2.411 4.285
H 1.005 1.520 4.739
H 2.231 1.312 6.013
H 1.170 -0.030 5.558
H 4.356 1.395 5.071
H 6.632 1.373 4.284
H 6.565 1.643 2.540
H 7.121 0.094 3.163
H 5.301 -0.822 1.551
H 3.652 -2.007 0.388
H 1.940 -1.773 0.724
H 2.853 -2.951 1.667
N -1.924 3.837 3.129
C -2.498 2.799 2.507
O -1.883 1.762 2.298
C -3.941 2.931 2.095
I -5.237 2.836 3.797
H -0.937 3.758 3.327
H -2.396 4.704 3.309
H -4.191 2.090 1.457
H -4.136 3.873 1.597
S -2.868 -0.010 -0.246
Sb -4.274 0.667 -1.910
C -3.804 1.666 -3.739
C -4.713 2.559 -4.286
C -4.377 3.243 -5.445
C -3.144 3.031 -6.046
C -2.241 2.135 -5.491
C -2.568 1.451 -4.331
C -4.917 -1.240 -2.631
C -4.926 -1.546 -3.985
C -5.201 -2.843 -4.402
C -5.468 -3.832 -3.467
C -5.471 -3.527 -2.112
C -5.186 -2.235 -1.695
C -6.052 1.527 -1.097
C -6.152 2.889 -0.837
C -7.277 3.389 -0.195
C -8.300 2.532 0.184
C -8.208 1.176 -0.092
C -7.083 0.670 -0.729
H -5.670 2.733 -3.805
H -5.076 3.950 -5.873
H -2.883 3.571 -6.947
H -1.275 1.978 -5.954
H -1.851 0.779 -3.871
H -4.712 -0.775 -4.718
H -5.202 -3.081 -5.458
H -5.667 -4.844 -3.794
H -5.687 -4.296 -1.382
H -5.145 -2.001 -0.636
H -5.354 3.558 -1.133
H -7.354 4.449 0.010
H -9.169 2.922 0.697
H -9.014 0.509 0.187
H -7.014 -0.389 -0.942
S -2.689 3.975 -1.051
C -1.501 3.002 -0.570
N -0.656 2.302 -0.166
N 1.426 4.186 0.937
C 1.683 3.377 1.964
O 0.842 2.574 2.406
C 3.003 3.503 2.682
I 3.803 5.482 2.777
H 0.667 3.880 0.335
H 2.189 4.664 0.488
H 3.737 2.883 2.166
H 2.900 3.152 3.700
C -1.185 -1.964 -2.688
C -0.235 -2.084 -1.533
C 0.460 -3.399 -1.331
O -0.061 -1.160 -0.764
H -1.009 -2.718 -3.452
H -1.154 -0.965 -3.120
H -2.189 -2.106 -2.273
H -0.072 -4.213 -1.819
H 0.577 -3.597 -0.266
H 1.462 -3.323 -1.764
C 0.970 0.963 -3.735
C 2.048 -0.057 -4.110
C 1.412 -1.351 -4.617
C 2.949 0.512 -5.210
O 2.794 -0.426 -2.951
Si 3.540 0.456 -1.779
S 2.339 1.138 -0.218
O 4.192 1.719 -2.603
C 4.909 2.915 -2.318
C 6.192 2.907 -3.152
C 4.019 4.081 -2.749
C 5.291 3.039 -0.846
O 4.699 -0.548 -1.197
C 5.638 -1.398 -1.866
C 6.873 -1.481 -0.971
C 6.045 -0.848 -3.232
C 5.012 -2.784 -2.036
H 0.233 1.050 -4.536
H 1.422 1.941 -3.556
H 0.479 0.655 -2.808
H 0.853 -1.172 -5.536
H 0.742 -1.760 -3.860
H 2.195 -2.084 -4.818
H 2.336 0.856 -6.045
H 3.634 -0.254 -5.579
H 3.531 1.343 -4.822
H 5.968 2.688 -4.198
H 6.880 2.148 -2.777
H 6.685 3.878 -3.090
H 3.789 3.993 -3.813
H 4.514 5.038 -2.577
H 3.079 4.055 -2.193
H 5.892 2.177 -0.546
H 4.394 3.030 -0.235
H 5.862 3.953 -0.679
H 7.243 -0.475 -0.761
H 7.660 -2.055 -1.461
H 6.630 -1.965 -0.024
H 6.445 0.159 -3.127
H 5.179 -0.799 -3.889
H 6.804 -1.488 -3.684
H 4.826 -3.240 -1.062
H 5.675 -3.436 -2.606
H 4.062 -2.684 -2.563
```

Orbital gap, eV: 6.78
Lowest unoccupied orbital energy, eV: 0.10
E, hartree: -5708.79608
2S+1: 1

Here are the Mulliken charges for atoms 1 to 4, given in e:
1 Y -1.626
2 C -1.930
3 C 1.477
4 C -0.870



No. 2
A structure of composition C19H19CdIN2O3. Source: OMol25; level of theory: the ωB97M-V functional and the def2-TZVPD basis.

The geometry in XYZ format:
```
45
Properties=species:S:1:pos:R:3
C -2.422 -3.343 -1.405
C -3.918 0.249 0.351
H -2.560 -3.398 -2.492
H -3.053 -4.114 -0.933
H -1.372 -3.543 -1.149
H -3.663 1.184 -0.162
H -5.012 0.112 0.326
H -3.573 0.253 1.395
C 0.595 -0.314 -3.092
C 1.500 0.230 -4.031
C 1.784 1.595 -3.963
C 1.157 2.349 -2.972
H 0.292 -1.363 -3.142
H 1.936 -0.423 -4.781
H 2.478 2.079 -4.650
H 1.297 3.420 -2.881
N 0.047 0.407 -2.131
C 0.325 1.705 -2.028
C -0.245 2.425 -0.877
N -1.136 1.777 -0.128
C -1.594 2.331 0.981
C -0.345 4.344 0.596
C -1.242 3.629 1.393
H -2.301 1.738 1.557
H -1.703 4.028 2.294
C 0.163 3.739 -0.554
H 0.878 4.228 -1.211
H -0.037 5.355 0.851
Cd -3.004 -1.428 -0.636
I -3.319 -0.329 -3.305
O -0.085 -3.116 2.127
C 1.084 -2.636 2.524
C 1.825 -3.294 3.537
C 3.083 -2.820 3.884
C 3.594 -1.659 3.279
C 2.858 -1.003 2.284
C 1.592 -1.457 1.901
C 0.762 -0.716 0.867
O 1.260 0.316 0.392
O -0.396 -1.242 0.588
H -0.406 -2.383 1.391
H 1.385 -4.171 4.011
H 3.670 -3.357 4.632
H 4.567 -1.262 3.581
H 3.256 -0.123 1.779
```

Orbital gap (alpha / beta), eV: 5.17 / 4.15
Lowest unoccupied orbital energy (alpha / beta), eV: -2.56 / -4.00
E, hartree: -1535.93940
2S+1: 1

Here are the Mulliken charges for atoms 1 to 4, given in e:
1 C -1.317
2 C -1.180
3 H 0.326
4 H 0.335



No. 3
A structure of composition C35H44F5N8OPSeV. Source: OMol25; level of theory: the ωB97M-V functional and the def2-TZVPD basis.

The geometry in XYZ format:
```
96
Properties=species:S:1:pos:R:3
V 0.452 -0.946 3.565
C -1.177 -1.187 7.501
C 0.062 -1.320 8.214
C 1.231 -1.542 7.550
C 1.232 -1.641 6.113
N 0.011 -1.595 5.454
C -1.173 -1.438 6.143
C 2.385 -1.738 5.196
C 3.597 -2.278 5.663
C 4.727 -2.298 4.835
C 4.626 -1.846 3.538
C 3.362 -1.456 2.988
C 2.232 -1.362 3.830
H -2.056 -1.020 8.112
H 0.030 -1.331 9.283
H 2.182 -1.428 8.061
H -2.082 -1.321 5.558
H 3.643 -2.705 6.684
H 5.652 -2.570 5.273
H 5.474 -1.818 2.860
H 3.249 -1.145 1.944
O 0.341 0.578 -2.460
P 0.349 1.168 -3.881
N 1.458 2.412 -4.015
C 2.043 2.911 -2.751
C 3.244 3.809 -3.190
C 2.860 4.232 -4.592
C 2.125 3.048 -5.160
N -1.206 1.884 -3.885
C -1.757 3.136 -4.439
C -2.879 3.568 -3.512
C -3.436 2.245 -3.018
C -2.321 1.227 -3.186
N 0.441 -0.018 -5.074
C 1.481 -1.073 -5.003
C 1.191 -2.047 -6.219
C 0.347 -1.200 -7.156
C -0.436 -0.160 -6.232
H 2.409 2.228 -1.981
H 1.299 3.482 -2.145
H 4.152 3.146 -3.192
H 3.443 4.572 -2.457
H 3.769 4.542 -5.153
H 2.206 5.110 -4.569
H 2.767 2.369 -5.769
H 1.348 3.408 -5.850
H -2.123 2.901 -5.488
H -0.935 3.917 -4.409
H -3.587 4.215 -4.086
H -2.413 4.157 -2.730
H -4.360 1.991 -3.637
H -3.835 2.252 -2.003
H -2.644 0.310 -3.761
H -1.902 0.895 -2.208
H 1.382 -1.415 -3.968
H 2.433 -0.541 -5.054
H 0.734 -2.899 -5.806
H 2.147 -2.270 -6.653
H -0.412 -1.746 -7.801
H 0.974 -0.669 -7.898
H -1.451 -0.629 -5.994
H -0.592 0.817 -6.717
C 0.756 -2.635 0.801
N -0.160 -2.181 1.950
C -0.459 -3.367 2.780
N -1.013 -4.467 1.972
C -0.090 -4.789 0.859
N 0.123 -3.620 -0.067
C -1.197 -3.132 -0.486
N -2.104 -2.733 0.634
C -1.428 -1.682 1.423
C -2.277 -3.957 1.425
H 1.659 -2.918 1.280
H 0.986 -1.752 0.260
H -1.155 -3.009 3.572
H 0.452 -3.615 3.296
H -0.544 -5.676 0.362
H 0.892 -5.055 1.296
H -1.709 -3.899 -1.023
H -1.079 -2.161 -1.001
H -2.035 -1.357 2.235
H -1.331 -0.796 0.775
H -2.735 -4.771 0.808
H -3.063 -3.776 2.253
F -4.131 5.313 3.955
C -3.265 4.326 3.613
C -3.135 3.264 4.479
F -3.866 3.202 5.601
C -2.240 2.250 4.123
F -2.282 1.127 4.880
C -1.405 2.381 3.006
Se 0.377 1.441 2.958
C -1.786 3.316 2.064
F -1.494 3.127 0.757
C -2.590 4.387 2.384
F -2.987 5.341 1.515
```

Orbital gap (alpha / beta), eV: 6.09 / 7.76
Lowest unoccupied orbital energy (alpha / beta), eV: 0.10 / -0.05
E, hartree: -6059.38504
Expectation value of S²: 3.7840
2S+1: 4

Here are the Mulliken charges for atoms 1 to 4, given in e:
1 V -0.246
2 C -0.904
3 C -0.335
4 C -1.020



No. 4
A cluster of 3 separate species, C22H21N5O3 in total. Source: OMol25; level of theory: the ωB97M-V functional and the def2-TZVPD basis.

The geometry in XYZ format:
```
51
Properties=species:S:1:pos:R:3
C -1.611 -3.196 -2.739
C -0.806 -2.407 -2.038
C 0.245 -1.389 -1.309
C -0.639 -0.166 -0.771
N -1.270 0.857 -0.542
C 1.345 -1.022 -2.424
C 1.996 0.446 -2.331
C 3.294 0.565 -1.366
O 3.564 1.736 -0.921
O 4.175 -0.511 -1.018
C 0.817 -2.224 -0.030
C 1.806 -1.380 0.915
N 2.511 -0.646 1.599
C -0.385 -2.759 0.957
C 0.219 -3.510 2.288
N 1.451 -3.504 -0.580
C 2.651 -3.611 -0.051
O 3.800 -3.884 0.422
H -2.032 -3.740 -3.675
H 0.824 -1.105 -3.466
H 2.183 -1.835 -2.453
H 1.279 1.298 -2.053
H 2.389 0.701 -3.403
H 4.119 -1.236 -1.686
H -1.063 -3.538 0.448
H -0.972 -1.852 1.366
H 0.986 -4.325 2.022
H -0.661 -4.049 2.835
H 0.693 -2.779 3.038
N -4.723 -0.148 -3.040
C -6.024 0.065 -3.306
C -6.773 1.078 -2.732
C -6.148 1.923 -1.824
C -4.807 1.726 -1.528
C -4.142 0.687 -2.158
H -6.468 -0.623 -4.019
H -7.818 1.204 -2.986
H -6.702 2.728 -1.352
H -4.289 2.367 -0.824
H -3.092 0.495 -1.963
N 2.082 4.798 3.381
C 2.181 3.730 2.569
C 2.732 2.518 2.953
C 3.214 2.397 4.249
C 3.127 3.484 5.109
C 2.555 4.653 4.631
H 1.794 3.875 1.566
H 2.783 1.690 2.257
H 3.654 1.464 4.587
H 3.493 3.424 6.126
H 2.461 5.529 5.266
```

Orbital gap, eV: 8.88
Lowest unoccupied orbital energy, eV: -0.35
Structure (SMILES): C#C[C@](C#N)(CCC(=O)O)[C@@](C#N)(CC)N=C=O.c1ccncc1.c1ccncc1
E, hartree: -1350.13035
2S+1: 1

Here are the Mulliken charges for atoms 1 to 4, given in e:
1 C -0.601
2 C -0.778
3 C 2.347
4 C -0.344



No. 5
A structure of composition C9H26Cl2NPTi. Source: OMol25; level of theory: the ωB97M-V functional and the def2-TZVPD basis.

The geometry in XYZ format:
```
40
Properties=species:S:1:pos:R:3
Ti 0.604 -0.508 -0.151
Cl -0.730 -0.741 -2.013
Cl 1.226 0.559 1.773
H 1.100 0.853 -0.908
H -0.719 -1.055 0.681
P -2.254 1.809 0.086
C -3.774 0.844 -0.360
C -2.412 2.648 1.768
C -1.765 2.939 -1.306
C -3.698 -0.605 0.159
H -3.766 0.795 -1.465
C -5.019 1.588 0.136
H -5.084 1.508 1.232
H -5.938 1.161 -0.298
H -4.984 2.654 -0.128
H -2.947 -1.175 -0.397
H -4.671 -1.103 0.049
H -3.392 -0.643 1.212
H -1.721 2.232 -2.156
C -0.342 3.520 -1.139
C -2.876 3.970 -1.481
H -3.808 3.496 -1.804
H -2.612 4.744 -2.221
H -3.066 4.477 -0.521
H 0.223 2.944 -0.394
H -0.353 4.584 -0.861
H 0.221 3.428 -2.073
C -2.468 1.515 2.808
H -3.343 3.262 1.821
C -1.197 3.552 2.021
H -3.401 0.939 2.767
H -2.390 1.931 3.825
H -1.623 0.817 2.662
H -0.259 2.973 1.991
H -1.272 4.011 3.020
H -1.120 4.368 1.296
N 2.100 -1.959 -0.263
H 2.151 -2.576 0.548
H 3.034 -1.528 -0.364
H 1.944 -2.544 -1.086
```

Orbital gap (alpha / beta), eV: 4.63 / 5.78
Net charge: -1
Lowest unoccupied orbital energy (alpha / beta), eV: 2.41 / 2.39
E, hartree: -2524.51761
Expectation value of S²: 0.7558
2S+1: 2

Here are the Mulliken charges for atoms 1 to 4, given in e:
1 Ti -0.319
2 Cl -0.541
3 Cl -0.524
4 H 0.094



No. 6
The molecule C3H5NS2. Source: OMol25; level of theory: the ωB97M-V functional and the def2-TZVPD basis.

The geometry in XYZ format:
```
11
Properties=species:S:1:pos:R:3
C 0.653 1.877 0.016
C 0.807 -0.594 -0.024
C -1.398 0.559 -0.077
H 0.894 2.092 1.003
H 0.078 2.705 -0.379
H 1.580 1.649 -0.569
H 0.059 -1.445 -0.058
H -1.748 1.563 -0.292
N 0.038 0.559 0.087
S 2.410 -0.709 -0.008
S -2.504 -0.637 0.020
```

Orbital gap, eV: 7.99
Lowest unoccupied orbital energy, eV: -0.86
Structure (SMILES): CN(C=S)C=S
E, hartree: -968.39819
2S+1: 1

Here are the Mulliken charges for atoms 1 to 4, given in e:
1 C -0.849
2 C 0.047
3 C -0.026
4 H 0.346



No. 7
The molecule C5H9NO. Source: OMol25; level of theory: the ωB97M-V functional and the def2-TZVPD basis.

The geometry in XYZ format:
```
16
Properties=species:S:1:pos:R:3
C -1.367 -0.250 1.185
C -1.247 0.046 -0.291
N -0.905 1.416 -0.663
C 0.031 0.334 -0.994
C 1.384 0.338 -0.305
C 1.863 -1.003 0.223
O 1.158 -1.955 0.455
H -0.797 0.482 1.764
H -2.414 -0.178 1.503
H -0.994 -1.253 1.406
H -1.989 -0.465 -0.907
H -1.430 1.723 -1.477
H 0.067 0.042 -2.043
H 1.299 1.039 0.533
H 2.187 0.734 -0.946
H 2.960 -1.082 0.402
```

Orbital gap, eV: 10.71
Lowest unoccupied orbital energy, eV: 1.01
Structure (SMILES): C[C@H]1N[C@H]1CC=O
E, hartree: -325.86242
2S+1: 1

Here are the Mulliken charges for atoms 1 to 4, given in e:
1 C -1.303
2 C 0.160
3 N -0.692
4 C 0.110